The following is a quantum chemistry calculation of a molecular structure, C43H29I2N8O2S2V, from the OMol25 dataset.

total charge: +3
multiplicity: 2
LUMO (spin up / spin down): -10.19 / -9.05 eV
energy: -124616.1082 eV
energy above the lowest of the compared OMol25 structures with the same formula, charge and spin: 1.435 eV
Kohn-Sham gap (spin up / spin down): 4.164 / 5.305 eV

Structure (XYZ):
```
87
Properties=species:S:1:pos:R:3:lowdin_charge:R:1
C -4.300 1.558 1.602 0.069
H 5.235 5.718 -2.035 0.116
H 3.687 3.757 -1.394 0.106
O -2.450 -1.122 -2.112 -0.042
C -4.106 0.187 1.408 -0.165
V 0.051 0.170 -0.069 1.046
H 2.073 2.512 -0.600 0.120
C 3.415 4.789 -1.263 -0.107
C 5.388 -1.107 4.805 -0.017
N 0.130 2.228 -0.022 0.011
H -0.493 -4.153 4.163 0.098
I -0.305 -1.028 4.542 1.053
H -3.155 -1.768 -2.006 0.069
H 6.080 -1.344 5.597 0.127
C -4.941 -2.162 1.884 -0.112
H 4.617 -2.041 1.636 0.118
C 3.607 0.241 3.945 -0.171
C -0.087 -1.897 1.672 -0.363
C 4.459 -0.106 4.992 0.013
H -1.375 2.274 -4.417 0.130
C -0.820 1.187 -2.660 -0.103
H -8.002 -2.156 3.215 0.083
C 1.926 1.638 3.039 -0.142
C 1.293 0.265 -2.593 -0.230
H 4.139 8.037 -1.539 0.084
H -4.068 -2.694 1.551 0.103
C 4.256 5.845 -1.612 -0.153
C 2.202 5.211 -0.743 -0.473
C 0.569 1.361 -4.597 0.014
H 6.185 -2.574 3.465 0.121
S -6.617 -0.299 2.508 1.107
C 2.288 -0.243 -1.693 -0.006
C -2.428 4.711 0.979 0.019
H -2.530 -0.811 -3.019 0.057
C 4.586 -1.495 2.565 0.008
H 0.145 -2.489 -2.666 0.126
H -4.348 4.277 1.768 0.134
N 1.954 -0.190 -0.439 -0.113
C -1.035 2.794 0.356 -0.138
C -3.433 3.884 1.354 0.022
H 1.249 2.473 3.187 0.151
C -7.046 -1.914 2.791 -0.368
N 1.925 1.047 1.886 0.119
C -5.063 -0.782 1.856 -0.469
N -1.968 0.624 0.396 0.037
C -0.279 -4.670 2.107 -0.597
C -0.235 -2.405 2.958 -0.571
H 0.018 -6.073 -0.308 0.089
C -0.119 -4.203 0.769 -0.179
H 3.270 -0.578 -2.011 0.158
H 2.470 0.381 -4.396 0.136
C -6.062 -2.799 2.416 -0.156
C 5.445 -1.803 3.594 -0.031
H -1.752 1.379 -2.144 0.125
C -1.189 4.199 0.477 -0.107
H -6.154 -3.864 2.524 0.114
C 1.084 4.419 -0.322 -0.170
C 0.114 -4.375 -1.610 0.012
N 2.802 -0.581 0.485 0.104
C 0.002 -4.996 -0.388 0.014
C -3.318 2.465 1.207 -0.104
C 0.094 -2.975 -1.699 -0.071
C -0.073 -2.804 0.568 -0.137
N 0.004 -2.204 -0.637 0.107
C 1.145 3.004 -0.334 -0.030
H -0.209 6.076 0.178 0.113
H -2.531 5.781 1.069 0.133
C -0.112 5.003 0.114 0.067
H 0.743 1.712 -5.602 0.135
H -2.754 -1.252 0.490 0.117
C 1.530 0.628 -3.926 0.045
C 2.758 -0.022 1.672 -0.258
C -0.348 -3.778 3.161 -0.179
C -2.127 1.938 0.649 -0.142
H -5.199 1.924 2.076 0.114
N 0.111 0.520 -1.985 -0.030
I -0.445 -6.728 2.520 1.069
H 2.672 1.787 4.942 0.178
C -0.623 1.664 -3.944 0.013
C -2.913 -0.213 0.751 -0.032
C 3.654 -0.459 2.716 -0.077
S 2.142 6.963 -0.694 1.103
C 3.698 7.075 -1.357 -0.367
N 2.709 1.285 4.061 0.139
O 0.020 -0.664 1.326 -0.189
H 4.398 0.426 5.929 0.127
H 0.216 -4.960 -2.508 0.127
```

The following is a quantum chemistry calculation of a molecular structure, C43H30N7OS2Tc, from the OMol25 dataset.

total charge: +1
multiplicity: 2
LUMO (spin up / spin down): -5.36 / -5.41 eV
energy: -81418.6138 eV
energy above the lowest of the compared OMol25 structures with the same formula, charge and spin: 2.746 eV
Kohn-Sham gap (spin up / spin down): 4.408 / 4.575 eV

Structure (XYZ):
```
84
Properties=species:S:1:pos:R:3:lowdin_charge:R:1
N -8.180 1.983 -1.408 0.202
C -4.891 1.043 -1.776 -0.054
C 1.489 0.471 6.997 -0.074
C -0.313 4.672 2.063 -0.079
H 1.023 3.308 1.093 0.089
C -3.497 1.028 -1.719 -0.547
H -2.383 -4.054 1.094 0.118
C -0.429 2.271 2.291 -0.334
H 5.899 0.819 -0.443 0.123
C 4.224 -0.414 0.045 0.024
H 1.169 -1.647 7.103 0.105
H 0.185 5.550 1.679 0.108
H -5.403 0.182 -2.181 0.120
C 0.335 0.036 2.949 -0.084
C -1.474 -2.142 0.743 -0.188
H 1.788 0.559 8.030 0.105
H 1.096 2.375 4.231 0.110
S -1.089 2.211 -0.841 0.770
H -3.035 4.062 -0.279 0.121
C 2.834 -0.495 0.085 -0.188
C -2.539 -2.990 1.046 0.026
H 1.986 2.416 -1.150 0.110
C -1.010 0.030 -3.010 -0.543
C 4.825 0.736 -0.425 -0.013
H -2.014 1.553 3.545 0.119
H 4.452 2.671 -1.292 0.121
H -4.629 -3.094 1.504 0.123
C -3.563 3.223 -0.711 -0.040
H -1.795 5.794 3.126 0.105
C 0.005 0.919 1.968 -0.226
N -1.658 -0.804 0.600 -0.052
H -2.902 3.794 4.051 0.109
Tc 0.033 0.223 -0.036 1.288
H -0.070 -1.768 -5.790 0.126
C -1.544 2.431 3.127 -0.052
C 1.088 1.497 4.859 -0.016
C 1.148 -0.769 6.476 -0.080
H 1.734 2.558 6.591 0.108
C -1.419 4.812 2.887 -0.078
H -1.686 -0.012 -5.082 0.114
H -4.880 -0.603 1.476 0.125
C 0.728 0.255 4.321 -0.218
C -2.850 -0.298 0.926 -0.132
C 0.784 -1.401 -2.558 -0.108
N 2.712 -3.387 -3.401 0.163
O 1.713 -3.439 -5.411 0.083
H 3.402 -4.024 -3.768 0.114
H 2.976 -2.850 -2.595 0.074
C -7.040 2.073 -1.367 -0.171
C 1.797 -4.001 1.031 0.001
C -3.792 -2.457 1.272 -0.008
C -4.947 3.244 -0.794 -0.167
C -0.105 -1.396 -4.779 -0.005
H -0.238 -4.659 1.106 0.121
C -3.936 -1.074 1.259 -0.005
H 0.368 -1.021 2.704 0.078
H 0.532 -1.846 4.740 0.106
C 0.424 -3.826 0.947 0.041
C 1.772 -2.962 -4.299 -0.507
N -6.255 5.284 0.034 0.202
C -2.042 3.686 3.408 -0.068
S -2.784 -0.459 -2.322 1.019
C 0.817 -1.924 -3.838 -0.106
H 3.711 -3.045 0.866 0.118
C -5.673 4.372 -0.339 -0.171
H 4.824 -1.239 0.387 0.117
C -0.082 -2.557 0.676 -0.172
C -2.821 2.116 -1.128 -0.597
C -5.626 2.124 -1.315 -0.170
C 4.021 1.773 -0.884 -0.008
N 2.056 0.546 -0.311 -0.043
C 2.650 1.632 -0.807 -0.087
N -0.038 -0.460 -2.126 -0.128
N 0.755 -1.519 0.445 -0.069
H 2.208 -4.969 1.267 0.125
C 0.162 3.416 1.740 -0.118
C 2.644 -2.925 0.800 0.030
C -0.972 -0.435 -4.395 -0.080
H 1.495 -1.758 -1.829 0.082
C 1.458 1.597 6.186 -0.066
H -1.100 1.123 -2.907 0.049
C 0.791 -0.878 5.150 -0.043
H -2.924 0.779 0.927 0.106
C 2.097 -1.692 0.474 -0.205
```

The following is a quantum chemistry calculation of a molecular structure, C43H31MnN6O3PS2, from the OMol25 dataset.

total charge: +1
multiplicity: 5
LUMO (spin up / spin down): -4.57 / -4.84 eV
energy: -122450.4415 eV
Kohn-Sham gap (spin up / spin down): 4.046 / 3.781 eV

Structure (XYZ):
```
87
Properties=species:S:1:pos:R:3:lowdin_charge:R:1
C -2.897 1.551 0.710 0.046
O -8.028 4.593 -0.274 -0.344
H -0.304 4.575 3.189 0.118
C -6.577 2.992 1.150 -0.309
C 5.368 1.215 -1.743 -0.061
C 2.119 -0.794 2.385 -0.209
C 4.493 1.221 -0.664 -0.080
C 2.106 -2.622 4.006 -0.011
H -5.139 -4.286 -3.737 0.118
N 2.074 -1.928 -0.963 0.049
H -1.931 -2.104 1.113 0.104
H 0.566 -3.421 -4.176 0.136
C -3.856 0.667 1.213 -0.092
C 0.403 -2.139 -2.646 -0.336
N -5.411 2.383 0.928 0.147
C 1.120 -3.246 3.301 -0.053
C -2.397 -2.410 -3.155 -0.453
H 4.905 1.016 4.397 0.116
O -5.593 4.776 -0.426 -0.375
C 3.306 -2.108 -0.487 -0.062
H 2.724 6.034 0.535 0.114
H 0.041 2.291 2.329 0.106
H 3.960 2.082 2.375 0.118
C -5.198 1.211 1.513 -0.245
C 2.142 5.213 0.932 -0.057
C 2.336 3.930 0.434 -0.075
H -0.896 1.751 0.008 0.095
C 1.202 5.444 1.925 -0.051
C 3.660 -0.703 4.270 -0.003
H 1.053 6.445 2.307 0.116
H -4.209 -1.409 1.702 0.123
H -4.455 -2.174 -2.619 0.119
C 4.134 0.503 3.838 -0.042
H -5.966 -0.336 2.826 0.104
C 1.089 -1.464 1.666 -0.189
C -7.327 1.310 2.484 -0.104
C 0.631 3.113 1.937 -0.100
C 1.809 -2.355 -2.213 -0.171
C 4.057 -3.081 -2.526 -0.001
C 2.644 0.458 1.944 -0.302
H 3.119 1.193 -4.278 0.113
C 3.612 1.099 2.671 -0.063
C 2.635 -1.381 3.566 -0.153
H 4.837 -3.509 -3.142 0.130
O -6.733 5.479 1.619 -0.349
C -3.724 -2.804 -3.110 -0.068
H 2.539 -3.210 -4.036 0.125
H -1.064 -5.005 -4.867 0.122
H 6.437 1.234 -1.567 0.114
H 1.559 1.216 -2.368 0.101
C 4.322 -2.681 -1.232 0.002
P 1.867 1.149 0.453 1.088
C -1.647 1.082 0.407 -0.133
H 3.057 3.765 -0.356 0.104
C 0.612 -2.661 2.116 -0.095
H -0.160 -3.199 1.577 0.095
C 3.116 1.216 -0.879 -0.382
N -7.558 2.482 1.916 0.144
C 4.877 1.196 -3.041 -0.064
C 2.769 -2.923 -3.019 0.022
N -0.305 -1.335 -1.920 -0.312
H 0.717 -4.191 3.641 0.114
C -1.813 -4.390 -4.379 -0.007
Mn 0.511 -0.816 -0.129 0.763
H -3.443 -5.684 -4.866 0.117
C 3.505 1.193 -3.266 -0.064
N -0.077 -2.800 -3.712 0.156
H 4.055 -1.149 5.176 0.125
H 5.303 -2.803 -0.793 0.128
S -1.860 -0.860 -2.510 1.056
N -1.296 -0.210 0.566 -0.085
H -3.172 2.587 0.540 0.137
C -6.135 0.608 2.324 0.002
C -3.148 -4.767 -4.375 -0.053
C 0.441 4.394 2.425 -0.050
H -8.123 0.910 3.104 0.114
S -6.764 4.656 0.423 0.390
H 5.562 1.188 -3.880 0.113
C -3.496 -0.673 1.358 0.026
C 2.630 1.198 -2.188 -0.111
C 1.585 2.877 0.943 -0.357
C -4.101 -3.983 -3.739 -0.053
C -2.224 -1.066 1.023 -0.115
H 2.495 -3.065 4.916 0.124
C -1.446 -3.203 -3.771 -0.237
H 4.884 1.225 0.345 0.100
H 3.486 -1.776 0.527 0.121
```